[1]
Here is a molecular structure, C18H17N10NaO6S from OMol25. Energies are from ωB97M-V with the def2-TZVPD basis set.

Atoms and positions in Å:
Na  -0.85768  0.38457  -1.43459
N  1.19468  0.71774  2.73438
C  0.49213  0.04409  3.72733
C  1.00012  0.06897  5.03239
C  0.34965  -0.55484  6.07414
C  -0.85134  -1.22226  5.85646
C  -1.35735  -1.29028  4.57702
C  -0.69077  -0.68745  3.51069
S  -1.38579  -0.85885  1.89232
N  -0.63390  1.08958  1.30174
C  0.55724  1.29004  1.61188
C  1.42996  1.96579  0.58189
C  1.52768  3.43151  0.48302
C  2.16487  4.00640  -0.53580
C  2.74058  3.17428  -1.64523
C  2.41638  1.69576  -1.46713
N  1.94583  1.14263  -0.25563
H  2.12280  1.02776  2.97453
H  1.91735  0.61598  5.21703
H  0.77101  -0.50663  7.06944
H  -1.37783  -1.69530  6.67350
H  -2.28193  -1.82063  4.39701
H  1.07696  4.01662  1.27465
H  2.27378  5.08272  -0.59736
H  3.78534  3.42008  -1.83522
H  3.09713  1.02929  -1.98431
N  0.13928  -1.09320  -4.97994
N  0.04058  0.26266  -5.29171
C  0.42267  1.26115  -4.47437
N  0.06584  2.51637  -4.84457
N  1.17369  0.94807  -3.44211
N  1.22036  1.92547  -2.45213
O  1.99297  3.23105  -2.87901
O  0.10065  2.25174  -1.93166
H  -0.52895  -1.31649  -4.24275
H  1.07449  -1.28963  -4.64511
H  -0.35162  0.47771  -6.19099
H  -0.76581  2.61805  -5.40042
H  0.27811  3.27198  -4.21301
O  -3.04047  -4.98244  -0.59201
C  -2.90902  -4.40854  0.57171
O  -3.29328  -4.90647  1.60401
C  -2.17532  -3.06742  0.64135
C  -2.00102  -2.56537  1.87361
N  -0.04606  -1.50710  1.01852
N  -0.46864  -1.65658  -0.29602
C  -1.53454  -2.35489  -0.48510
C  -1.99898  -2.31717  -1.95963
O  -2.44667  -3.37731  -2.43429
O  -1.85270  -1.21618  -2.52933
H  -2.79309  -4.36376  -1.37340
H  -2.44143  -3.07737  2.72080
H  0.71205  -0.83191  0.99341

Computed properties:
**DFT total energy**: -61372.571 eV
**Energy relative to the best compared isomer or geometry (same formula, charge and spin)**: 654.2 kJ/mol
**HOMO energy**: -0.3005 Eh



[2]
Here is 2 unconnected molecules or ions with the total composition C21H31F7N2O3Si from OMol25. Energies are from ωB97M-V with the def2-TZVPD basis set.

Atoms and positions in Å:
C  -1.56577  5.49531  1.12043
C  -2.22479  4.58729  0.06132
C  -3.34889  3.69495  0.61838
C  -3.58180  2.40781  -0.20488
C  -3.53003  1.14503  0.65151
C  -3.60216  -0.14311  -0.17909
Si  -2.04012  -0.39779  -1.19455
C  -1.38465  -2.15334  -1.16818
C  -0.24812  -2.32327  -2.18157
N  0.65664  -3.42351  -1.85810
C  1.33056  -3.33548  -0.55355
C  2.17870  -2.07901  -0.28588
C  1.57705  -3.73376  -2.91620
C  2.22835  -2.61433  -3.71390
O  1.85957  -4.88485  -3.15207
C  -2.37780  0.14129  -3.04950
F  -3.53545  0.87404  -3.09093
F  -2.62421  -0.97364  -3.80486
C  -1.25947  0.95407  -3.78508
F  -0.38844  1.46868  -2.89152
F  -0.56802  0.11198  -4.58881
C  -1.74087  2.12549  -4.68494
F  -2.47562  3.01173  -4.01526
F  -0.66669  2.76770  -5.16618
F  -2.44634  1.65086  -5.71059
H  -1.73735  6.54785  0.89269
H  -1.94366  5.29078  2.12166
H  -0.48316  5.36097  1.13186
H  -1.47325  3.97016  -0.43419
H  -2.66606  5.22215  -0.71001
H  -3.14798  3.44279  1.66223
H  -4.27359  4.27663  0.60868
H  -2.84448  2.35886  -1.01219
H  -4.56654  2.44773  -0.67635
H  -4.38759  1.16970  1.33346
H  -2.63796  1.14841  1.28418
H  -3.70147  -1.01453  0.47522
H  -4.48370  -0.12699  -0.82478
H  -0.98888  0.45615  -0.59670
H  -2.17670  -2.88309  -1.34756
H  -1.04423  -2.29750  -0.14020
H  -0.70382  -2.55407  -3.14670
H  0.27337  -1.36176  -2.31598
H  1.97228  -4.21620  -0.49007
H  0.58854  -3.47227  0.23116
H  1.92366  -1.24156  -0.93901
H  1.99377  -1.74622  0.73172
H  3.24052  -2.28302  -0.41621
H  1.94008  -1.62038  -3.38042
H  3.30543  -2.72235  -3.60050
H  1.94999  -2.72153  -4.76137
O  2.26614  -2.52195  2.86435
N  3.44388  -2.39165  3.13663
O  4.35278  -2.87606  2.49612
C  3.78949  -1.58663  4.31964
C  2.76950  -1.04688  5.08117
C  3.10259  -0.29828  6.19849
C  4.43591  -0.10140  6.53360
C  5.44341  -0.65045  5.75120
C  5.12360  -1.40227  4.63219
H  1.73827  -1.20947  4.80648
H  2.31954  0.13039  6.80848
H  4.69081  0.48157  7.40863
H  6.48090  -0.49461  6.01256
H  5.89430  -1.83717  4.01386

Computed properties:
**DFT total energy**: -58300.129 eV
**HOMO energy**: -0.3263 Eh
**SMILES string**: CCCCCC[Si@@H](CCN(CC)C(C)=O)C(F)(F)C(F)(F)C(F)(F)F.O=[N+]([O-])c1ccccc1



[3]
Here is 2 unconnected molecules or ions with the total composition C2H6N3OS from OMol25. Energies are from ωB97M-V with the def2-TZVPD basis set.

Atoms and positions in Å:
C  2.76140  0.24566  1.52473
C  0.79165  -0.69429  1.37711
N  1.95836  -0.81325  1.96380
N  1.97801  0.70505  0.39061
N  0.75067  0.22707  0.48834
O  3.75921  0.70050  2.03047
S  -2.05609  0.03497  -1.43797
H  -0.14019  -1.24348  1.73633
H  -1.78618  1.12178  -2.17569
H  2.14711  -1.43035  2.72996
H  2.24369  1.47230  -0.31771
H  -0.03248  0.33621  -0.38327
H  -1.12719  -0.55518  -2.23054

Computed properties:
**DFT total energy**: -19516.291 eV
**Total charge**: +1
**Energy relative to the best compared isomer or geometry (same formula, charge and spin)**: 186.3 kJ/mol
**HOMO energy**: -0.5275 Eh



[4]
Here is a molecular structure, C38H47As2NRhS from OMol25. Energies are from ωB97M-V with the def2-TZVPD basis set.

Atoms and positions in Å:
Rh  -0.07855  -0.46975  -0.14563
C  -0.01801  1.55001  -0.93947
C  0.37654  1.15862  -2.30706
C  -0.52989  1.24173  -3.37843
C  -0.16775  0.86539  -4.65954
C  1.11043  0.38573  -4.92182
C  2.02799  0.31819  -3.88471
C  1.67225  0.70536  -2.60131
H  -0.93882  2.11089  -0.86762
H  0.78449  1.91142  -0.30411
H  -1.51835  1.64161  -3.19737
H  -0.88616  0.95570  -5.46569
H  1.39068  0.08979  -5.92393
H  3.03358  -0.03531  -4.07794
H  2.39250  0.63394  -1.79674
C  -1.34583  -4.15611  0.91003
N  -0.26020  -4.49728  1.87869
C  -0.84149  -5.13892  3.08722
C  0.65349  -3.32371  2.23192
C  -0.07305  -2.10088  2.68909
C  -0.34694  -1.99048  4.06082
C  -0.91389  -0.85595  4.59917
C  -1.18568  0.21099  3.74604
C  -0.91734  0.09221  2.39732
C  -0.36419  -1.05941  1.80561
H  -1.78172  -5.08507  0.54858
H  -0.93701  -3.57265  0.09337
H  -2.09602  -3.57292  1.43744
H  0.34589  -5.18097  1.42572
H  -1.44176  -4.39653  3.60613
H  -0.03978  -5.49006  3.73206
H  -1.46819  -5.97143  2.77704
H  1.22239  -3.09884  1.34036
H  1.32161  -3.71558  2.99886
H  -0.06441  -2.80318  4.72274
H  -1.11077  -0.78725  5.66036
H  -1.60992  1.12825  4.13459
H  -1.14038  0.94009  1.75244
C  -4.63818  2.81082  -2.89195
C  -4.09011  2.96577  -1.62530
C  -3.44400  1.90096  -1.01690
C  -3.34421  0.67515  -1.66771
C  -3.91100  0.51708  -2.92644
C  -4.55309  1.58650  -3.53771
As  -2.40649  -0.75161  -0.74317
C  -3.84012  -1.24340  0.49545
C  -3.65578  -1.59485  1.82838
C  -4.74493  -1.94005  2.62126
C  -6.02531  -1.93718  2.09259
C  -6.21752  -1.58704  0.76329
C  -5.13391  -1.24033  -0.02778
C  -2.53878  -2.21554  -2.01627
C  -3.23780  -3.38367  -1.73331
C  -3.23945  -4.43576  -2.64230
C  -2.54486  -4.32545  -3.83736
C  -1.84135  -3.16180  -4.12147
C  -1.83084  -2.11576  -3.21226
H  -5.13671  3.64278  -3.37133
H  -4.16307  3.91654  -1.11394
H  -3.01956  2.02774  -0.02659
H  -3.85123  -0.43394  -3.44012
H  -4.98855  1.45958  -4.52027
H  -2.67206  -1.59571  2.26748
H  -4.58526  -2.19934  3.66044
H  -6.87226  -2.20019  2.71258
H  -7.21379  -1.57747  0.34113
H  -5.30097  -0.96140  -1.06089
H  -3.80270  -3.47610  -0.81319
H  -3.79656  -5.33691  -2.41903
H  -2.55197  -5.14258  -4.54665
H  -1.29123  -3.06974  -5.04891
H  -1.25869  -1.22178  -3.43370
C  2.73989  3.05600  1.83156
As  3.64608  1.53592  1.05880
C  4.36902  2.17136  -0.61551
C  5.16625  1.18953  2.19073
S  2.43480  -0.17271  0.87553
H  3.43914  3.87894  1.97204
H  2.31623  2.75597  2.78779
H  1.93854  3.36113  1.16079
H  5.07671  2.97948  -0.43662
H  3.55051  2.52660  -1.23961
H  4.86576  1.34149  -1.11451
H  5.78462  2.08318  2.25700
H  5.73731  0.36766  1.76443
H  4.80741  0.90615  3.17770
C  0.71480  -2.23436  -0.90788
H  1.05983  -3.11178  -0.36018
H  1.60031  -1.83351  -1.40887
H  0.02013  -2.59889  -1.66675

Computed properties:
**DFT total energy**: -177171.633 eV
**Total charge**: +1
**Energy relative to the best compared isomer or geometry (same formula, charge and spin)**: 46.9 kJ/mol
**HOMO energy**: -0.3210 Eh